DFT (the ωB97M-V functional and the def2-TZVPD basis) results for an isolated molecule of C3H4N2O2.

Properties
- HOMO level (eV) = -9.52
- net charge = 0
- energy relative to the best compared isomer or geometry (same formula, charge and spin) (kJ/mol) = 278.2
- LUMO energy (Ha) = 0.01821

Each line ends with the natural charge from an NBO analysis.
Geometry (Å):
N -1.45230 0.17340 -0.61593  -0.8529
C -0.34963 -0.40876 1.20908  0.1538
C -0.44909 0.75407 0.24166  0.1097
O 0.77893 0.83287 -0.50820  -0.4798
C 1.49229 -0.26946 -0.23724  0.8755
O 2.53524 -0.59261 -0.72145  -0.5527
N 0.76538 -0.97292 0.77059  -0.6412
H -1.38160 0.42764 -1.58537  0.3907
H -2.38377 0.19871 -0.23208  0.3912
H -0.62709 1.75678 0.64882  0.1831
H 1.07165 -1.89972 1.03012  0.4225

Forces on atoms 1 to 2 (eV/Å):
-0.12 -0.03 -0.13
0.56 -0.10 -0.15

***

DFT (the ωB97M-V functional and the def2-TZVPD basis) results for an isolated molecule of C3H4N2O2 at a distorted geometry.

Properties
- HOMO level (eV) = -10.38
- net charge = 0
- energy relative to the best compared isomer or geometry (same formula, charge and spin) (kJ/mol) = 772.1
- LUMO energy (Ha) = 0.03480

Each line ends with the natural charge from an NBO analysis.
Geometry (Å):
H 2.04738 1.94058 0.34370  0.3491
N 1.54493 1.05209 0.37908  -0.4659
N 2.18163 0.20304 -0.20967  0.5907
O 3.17640 0.07844 -0.83579  -0.3658
O 1.42892 -1.00692 -0.13999  -0.3986
C 0.09152 -1.07787 0.35079  -0.1425
C -0.90152 -0.29325 -0.44369  -0.0425
C -1.58020 0.24353 -1.27608  -0.2109
H 0.15857 -0.90282 1.35406  0.2115
H -0.26268 -2.22043 0.30951  0.2374
H -2.02894 0.91100 -1.96395  0.2375

Forces on atoms 1 to 2 (eV/Å):
0.11 -0.05 -0.11
-0.12 3.10 1.22

***

DFT (the ωB97M-V functional and the def2-TZVPD basis) results for a 2-piece molecular cluster, C3H4N2O2 overall.

Properties
- HOMO level (eV) = -9.80
- net charge = 0
- energy relative to the best compared isomer or geometry (same formula, charge and spin) (kJ/mol) = 366.4
- LUMO energy (Ha) = 0.03147

Each line ends with the natural charge from an NBO analysis.
Geometry (Å):
C 0.52202 -1.31921 -0.11651  -0.4451
N 0.33109 0.12786 -0.00746  -0.3519
C 1.07241 0.77821 0.98453  0.1938
N -0.03851 0.55071 1.48913  -0.2112
H 0.98612 -1.76856 0.77062  0.1843
H -0.45864 -1.77311 -0.28317  0.2177
H 1.14652 -1.51280 -0.99559  0.2091
H 2.03429 1.24412 1.16303  0.2122
O -1.52349 2.28148 -0.63953  -0.5262
C -1.84190 1.21705 -0.99328  1.0520
O -2.23111 0.18511 -1.37637  -0.5347

Forces on atoms 1 to 2 (eV/Å):
0.02 -0.11 -0.01
0.07 -0.10 -0.23

***

DFT (the ωB97M-V functional and the def2-TZVPD basis) results for a 2-piece molecular cluster, C3H4N2O2 overall.

Properties
- HOMO level (eV) = -9.81
- net charge = 0
- energy relative to the best compared isomer or geometry (same formula, charge and spin) (kJ/mol) = 615.4
- LUMO energy (Ha) = -0.02663

Each line ends with the natural charge from an NBO analysis.
Geometry (Å):
N -1.97534 -0.39456 -0.38142  -0.8208
C -1.08571 0.44106 0.19547  0.2407
C -0.45577 1.30639 0.78183  -0.2326
O 2.02756 0.75922 -0.99930  -0.5974
C 1.76920 -0.25743 -0.42031  0.8308
O 2.24129 -1.41444 -0.19411  -0.4886
N 0.62199 -0.68786 0.32890  -0.4058
H -1.55306 -1.23764 -0.75724  0.4155
H -2.62523 0.06504 -1.01163  0.4059
H 0.21279 2.06493 1.12744  0.2660
H 0.82226 -0.64470 1.33037  0.3863

Forces on atoms 1 to 2 (eV/Å):
0.07 0.20 -0.12
-0.06 0.25 0.19